(1)
{"formula": "C37H42BrFGe2IrN3O2Se2", "method": "ωB97M-V/def2-TZVPD", "orbital_gap_ev": 6.84, "multiplicity": 1, "de_lowest_kj_mol": 47.0, "lumo_energy_ev": -6.33, "total_charge": 2, "species": ["Ir", "Br", "C", "C", "C", "C", "C", "C", "N", "C", "C", "C", "C", "C", "C", "N", "H", "H", "H", "H", "H", "H", "H", "H", "H", "C", "Se", "C", "C", "Se", "C", "H", "H", "H", "H", "H", "H", "H", "H", "H", "H", "O", "N", "O", "C", "Ge", "C", "C", "Ge", "C", "C", "C", "C", "C", "C", "C", "C", "C", "C", "C", "C", "H", "H", "H", "H", "H", "H", "H", "H", "H", "H", "H", "H", "H", "H", "H", "H", "H", "H", "H", "F", "C", "C", "C", "C", "C", "C", "H", "H", "H", "H"], "xyz": [[-1.9838, 0.9755, 0.1535], [2.3744, -1.5852, 5.7577], [1.0205, -1.2345, 4.5038], [-0.3053, -1.4694, 4.8381], [-1.2948, -1.2196, 3.9017], [-0.9535, -0.7430, 2.6416], [0.3715, -0.4808, 2.3266], [1.3631, -0.7341, 3.2552], [-1.9722, -0.5099, 1.6618], [-2.9406, -1.3432, 1.5835], [-3.9921, -1.1836, 0.5744], [-5.0671, -2.0514, 0.5088], [-6.0373, -1.8459, -0.4613], [-5.8939, -0.7752, -1.3244], [-4.7831, 0.0478, -1.1962], [-3.8458, -0.1432, -0.2733], [-0.5639, -1.8319, 5.8230], [-2.3329, -1.3642, 4.1758], [0.6228, -0.0829, 1.3554], [2.3989, -0.5459, 3.0111], [-2.9753, -2.2083, 2.2394], [-5.1385, -2.8723, 1.2095], [-6.8868, -2.5103, -0.5386], [-6.6222, -0.5753, -2.0975], [-4.6408, 0.8902, -1.8595], [-5.4102, 2.5259, 0.7118], [-3.5530, 2.6561, 1.2531], [-3.1218, 4.1419, 0.0719], [-3.1879, 3.7545, -1.3888], [-1.7207, 2.5365, -1.6984], [-2.2671, 1.6607, -3.3403], [-5.8942, 3.4427, 1.0393], [-5.8470, 1.6753, 1.2302], [-5.5216, 2.3961, -0.3596], [-2.1314, 4.4742, 0.3826], [-3.8276, 4.9463, 0.2813], [-3.0564, 4.6272, -2.0280], [-4.1181, 3.2626, -1.6669], [-2.4377, 2.4245, -4.0955], [-3.1462, 1.0393, -3.2135], [-1.4267, 1.0389, -3.6409], [-1.2439, -0.5918, -1.0714], [-0.1101, -0.9667, -1.4261], [0.8461, -0.2699, -0.9840], [4.0898, 1.1451, 0.9201], [4.1292, 0.6959, -0.9772], [3.3880, 2.1223, -2.0819], [5.9097, 0.2091, -1.5842], [2.6655, -1.2469, -1.2285], [2.5334, -2.4409, 0.2750], [3.5913, -2.5428, 1.1761], [3.5009, -3.3873, 2.2742], [2.3476, -4.1275, 2.4838], [1.2899, -4.0413, 1.5873], [1.3835, -3.2067, 0.4847], [2.3919, -2.0850, -2.9315], [2.0912, -3.4433, -3.0298], [1.9249, -4.0260, -4.2777], [2.0570, -3.2582, -5.4260], [2.3627, -1.9072, -5.3367], [2.5362, -1.3219, -4.0924], [4.5844, 2.1075, 1.0590], [4.6267, 0.4016, 1.5087], [3.0699, 1.2260, 1.2971], [3.9053, 3.0512, -1.8368], [2.3224, 2.2661, -1.9141], [3.5522, 1.9090, -3.1379], [6.5220, 1.1115, -1.5896], [5.8893, -0.2008, -2.5932], [6.3770, -0.5194, -0.9230], [4.4987, -1.9678, 1.0230], [4.3288, -3.4655, 2.9662], [2.2754, -4.7812, 3.3432], [0.3994, -4.6375, 1.7419], [0.5577, -3.1605, -0.2185], [2.0003, -4.0512, -2.1377], [1.7001, -5.0816, -4.3546], [1.9333, -3.7183, -6.3975], [2.4805, -1.3184, -6.2369], [2.7946, -0.2698, -4.0267], [2.0503, 4.4599, 3.3858], [1.1893, 3.7487, 2.6490], [1.3679, 3.6753, 1.2839], [0.4717, 2.9267, 0.5290], [-0.6007, 2.2432, 1.1028], [-0.7261, 2.3465, 2.4954], [0.1433, 3.0979, 3.2725], [2.1996, 4.1930, 0.8244], [0.6567, 2.8756, -0.5354], [-1.5314, 1.8397, 3.0134], [0.0231, 3.1774, 4.3447]], "forces_ev_per_a": [[-1.5, 1.2, 0.4], [0.0, 0.0, 0.0], [0.0, 0.0, 0.0], [0.0, 0.0, 0.0], [0.0, 0.0, 0.1], [0.0, 0.1, 0.1], [0.0, 0.0, -0.1], [-0.1, 0.0, 0.0], [-0.3, 0.1, -0.2], [0.0, -0.1, -0.1], [0.0, 0.2, 0.1], [0.0, 0.0, 0.1], [0.0, 0.0, 0.0], [0.0, 0.0, 0.0], [0.0, -0.1, 0.0], [0.2, -0.6, -0.2], [0.0, 0.0, 0.0], [0.0, 0.0, 0.0], [0.0, 0.0, 0.0], [0.0, 0.0, 0.0], [0.0, 0.0, 0.0], [0.0, 0.0, 0.0], [0.0, 0.0, 0.0], [0.0, 0.0, 0.0], [0.0, 0.0, 0.0], [0.0, -0.4, -0.1], [0.9, -0.1, 0.0], [-0.3, 0.4, 0.1], [0.0, 0.1, 0.0], [0.2, -0.3, -0.3], [0.0, 0.0, 0.0], [0.1, 0.0, 0.0], [0.0, 0.0, 0.0], [0.0, 0.0, 0.0], [0.0, 0.0, -0.1], [0.0, -0.1, 0.1], [0.1, 0.0, 0.0], [0.0, 0.1, 0.1], [0.0, 0.0, 0.0], [0.0, 0.0, 0.0], [0.0, 0.0, 0.0], [0.7, 0.1, 0.0], [0.2, 0.3, 0.4], [-0.4, -0.4, -0.2], [0.0, 0.1, 0.0], [-0.1, -0.1, 0.0], [0.0, 0.1, 0.0], [0.0, 0.0, 0.0], [0.1, 0.3, -0.1], [-0.2, -0.1, 0.0], [0.0, 0.0, 0.0], [0.0, 0.0, 0.0], [0.0, 0.0, 0.0], [0.0, 0.0, 0.0], [0.0, 0.0, 0.1], [0.0, 0.0, 0.0], [0.0, 0.0, -0.1], [0.0, 0.0, 0.0], [0.0, 0.0, 0.0], [0.0, 0.0, 0.0], [0.0, -0.1, 0.0], [0.0, 0.0, 0.1], [0.0, 0.0, 0.0], [0.0, 0.0, 0.0], [0.0, 0.0, 0.0], [0.0, 0.0, 0.0], [0.0, 0.0, 0.0], [0.1, 0.0, 0.0], [0.0, 0.0, 0.0], [0.0, 0.0, 0.0], [0.0, 0.0, 0.0], [0.0, 0.0, 0.0], [0.0, 0.0, 0.0], [0.0, 0.0, 0.0], [0.0, 0.0, 0.0], [0.0, 0.0, 0.0], [0.0, 0.0, 0.0], [0.0, 0.0, 0.0], [0.0, 0.0, 0.0], [0.0, 0.0, 0.0], [0.0, 0.0, 0.0], [0.0, 0.0, 0.0], [0.0, 0.0, 0.0], [0.1, -0.1, -0.1], [0.4, -0.9, -0.1], [-0.1, 0.3, 0.0], [0.0, 0.0, 0.0], [0.0, 0.0, 0.0], [0.0, 0.0, 0.0], [0.1, 0.0, 0.0], [0.0, 0.0, 0.0]], "lowdin_charge": [0.939, 0.816, -0.676, -0.091, -0.013, -0.266, -0.029, -0.100, -0.020, -0.033, -0.232, 0.028, -0.002, 0.000, -0.125, -0.042, 0.114, 0.121, 0.085, 0.098, 0.147, 0.133, 0.131, 0.128, 0.096, -0.310, 1.090, -0.473, -0.465, 1.051, -0.298, 0.054, 0.043, 0.015, 0.075, 0.095, 0.096, 0.060, 0.050, 0.016, 0.036, -0.212, -0.087, -0.200, -0.232, 0.718, -0.232, -0.233, 1.025, -0.330, -0.114, -0.069, -0.064, -0.068, -0.128, -0.338, -0.097, -0.062, -0.061, -0.069, -0.115, 0.034, 0.018, -0.002, 0.033, -0.007, 0.019, 0.033, 0.025, 0.024, 0.094, 0.116, 0.116, 0.110, 0.092, 0.096, 0.113, 0.114, 0.111, 0.087, 0.088, -0.278, -0.004, -0.169, -0.423, -0.196, 0.018, 0.127, 0.034, 0.068, 0.132]}

(2)
{"formula": "C4H10NO3", "method": "ωB97M-V/def2-TZVPD", "orbital_gap_ev": 6.10, "multiplicity": 1, "de_lowest_kj_mol": 237.0, "lumo_energy_ev": 3.44, "total_charge": -1, "species": ["C", "O", "C", "C", "C", "N", "O", "H", "H", "H", "H", "H", "H", "H", "H", "H", "H", "O"], "xyz": [[2.2867, -0.2597, 1.1750], [2.7923, 0.5147, 2.1255], [1.0418, 0.3954, 0.5176], [0.1821, -0.2706, -0.5874], [-1.2071, -0.6559, -0.2836], [-1.3424, -1.4940, 0.7957], [-2.2045, -0.2854, -0.8982], [2.9329, -0.4181, 0.2581], [2.0941, -1.3581, 1.3473], [0.3921, 0.7651, 1.3280], [1.4352, 1.3558, 0.1546], [-0.0176, 0.5328, -1.3143], [0.7115, -1.0711, -1.1010], [-2.2940, -1.6861, 1.0467], [-0.5775, -1.5696, 1.4417], [-2.1409, 1.3783, -1.3466], [-2.0739, 1.9103, -2.7920], [-2.0110, 2.2162, -1.8670]], "forces_ev_per_a": [[0.2, 0.0, -1.3], [-0.1, -0.6, 0.1], [-0.6, 0.8, 0.9], [0.6, 1.9, -1.1], [-0.2, -1.2, 1.8], [-0.2, 0.4, -1.0], [0.0, -0.2, -0.1], [0.4, 0.2, -0.1], [-0.5, -0.1, 0.8], [-0.1, -0.4, 0.1], [-0.1, -0.3, -0.3], [0.5, -0.4, -0.2], [0.0, -0.2, 0.0], [0.0, -0.1, 0.4], [0.0, -0.1, 0.2], [0.1, 0.6, -0.7], [0.1, 0.2, 0.8], [-0.2, -0.5, -0.3]], "lowdin_charge": [-0.614, -0.332, -0.216, -0.133, -0.533, 0.169, -0.003, 0.074, 0.067, 0.101, 0.101, 0.102, 0.120, 0.096, 0.097, -0.010, 0.031, -0.115]}

(3)
{"formula": "C34H68Cl10O24", "method": "ωB97M-V/def2-TZVPD", "orbital_gap_ev": 10.44, "multiplicity": 1, "de_lowest_kj_mol": 112.3, "lumo_energy_ev": 0.29, "species": ["Cl", "C", "C", "Cl", "H", "H", "H", "H", "Cl", "C", "C", "Cl", "H", "H", "H", "H", "Cl", "C", "C", "Cl", "H", "H", "H", "H", "Cl", "C", "C", "Cl", "H", "H", "H", "H", "Cl", "C", "C", "Cl", "H", "H", "H", "H", "C", "O", "C", "O", "O", "C", "H", "H", "H", "H", "H", "H", "C", "O", "C", "O", "O", "C", "H", "H", "H", "H", "H", "H", "C", "O", "C", "O", "O", "C", "H", "H", "H", "H", "H", "H", "C", "O", "C", "O", "O", "C", "H", "H", "H", "H", "H", "H", "C", "O", "C", "O", "O", "C", "H", "H", "H", "H", "H", "H", "C", "O", "C", "O", "O", "C", "H", "H", "H", "H", "H", "H", "C", "O", "C", "O", "O", "C", "H", "H", "H", "H", "H", "H", "C", "O", "C", "O", "O", "C", "H", "H", "H", "H", "H", "H"], "xyz": [[6.2181, -2.6529, -0.4023], [5.6547, -1.9997, 1.1421], [4.4109, -2.7924, 1.6640], [4.7772, -4.4662, 1.9775], [5.3746, -0.9530, 1.0235], [6.4944, -2.0343, 1.8363], [3.6948, -2.8452, 0.8439], [3.8825, -2.4155, 2.5397], [3.5249, 2.4808, -0.9358], [3.2027, 3.1007, -2.5410], [2.1403, 2.2596, -3.2400], [2.0383, 2.6453, -4.9888], [4.1588, 3.0630, -3.0629], [2.8782, 4.1406, -2.5810], [1.1430, 2.4934, -2.8674], [2.1958, 1.1781, -3.1161], [4.2430, -4.0608, -6.0884], [3.2173, -3.6770, -4.6201], [4.0430, -4.0523, -3.3982], [4.5679, -5.7634, -3.3158], [2.3332, -4.2969, -4.7695], [2.9126, -2.6305, -4.6137], [3.5446, -3.8447, -2.4513], [4.9824, -3.5021, -3.4518], [-0.5362, 4.2867, -1.2573], [-1.0164, 5.3044, -2.7165], [-2.1201, 6.2909, -2.2728], [-2.6251, 7.1669, -3.7655], [-1.3752, 4.5855, -3.4531], [-0.1618, 5.8246, -3.1491], [-1.7743, 7.0533, -1.5747], [-2.9421, 5.7369, -1.8195], [4.0218, 4.2525, 1.9251], [2.7650, 3.2695, 2.6669], [3.3637, 2.1696, 3.5804], [3.9974, 0.7997, 2.6688], [2.2375, 2.9958, 1.7532], [2.0338, 3.9175, 3.1501], [2.6270, 1.8272, 4.3071], [4.2463, 2.4732, 4.1435], [-0.3011, -7.6601, -1.3391], [-1.0107, -6.4908, -1.3594], [-0.6692, -5.5814, -2.3045], [0.2380, -5.6113, -3.1250], [-1.4817, -4.5222, -2.2362], [-1.2562, -3.3207, -3.0126], [-0.2995, -8.1273, -0.3544], [0.7447, -7.5767, -1.6350], [-0.6747, -8.3916, -2.0556], [-0.3990, -2.7879, -2.6010], [-2.0913, -2.6293, -3.1248], [-1.0016, -3.6307, -4.0261], [-3.2978, -0.0827, 5.0956], [-3.6835, 0.2433, 3.7541], [-3.9651, 1.4392, 3.1798], [-4.1943, 1.5689, 1.9650], [-3.9488, 2.3923, 4.1087], [-4.2671, 3.7137, 3.7187], [-2.5663, 0.6446, 5.4479], [-2.7161, -1.0025, 5.1555], [-4.2456, -0.1467, 5.6301], [-3.8384, 4.0571, 2.7772], [-3.8329, 4.3638, 4.4783], [-5.3455, 3.8453, 3.6304], [-8.2307, 3.7565, -3.1654], [-7.1899, 3.3637, -2.2185], [-5.9614, 3.0785, -2.6326], [-5.4632, 3.4237, -3.7233], [-5.2677, 2.5139, -1.5627], [-3.9209, 2.2093, -1.6304], [-9.0245, 3.0100, -3.1413], [-7.8245, 3.7777, -4.1767], [-8.5981, 4.7654, -2.9774], [-3.6771, 1.5360, -2.4522], [-3.7122, 1.7605, -0.6592], [-3.3205, 3.1175, -1.6820], [0.1076, -0.9574, 3.2724], [1.0041, -1.3281, 4.3042], [1.0155, -0.7280, 5.5785], [0.4487, 0.3562, 5.8426], [1.8716, -1.4331, 6.3230], [2.3773, -0.9108, 7.5636], [0.0078, -1.6618, 2.4466], [0.3821, 0.0011, 2.8319], [-0.9106, -0.9083, 3.6583], [3.1371, -0.1827, 7.2796], [2.8776, -1.6757, 8.1576], [1.5799, -0.4958, 8.1801], [0.7681, -2.2796, -7.3655], [-0.3603, -1.5116, -6.9320], [-0.2989, -0.9770, -5.7205], [0.6115, -1.0827, -4.8728], [-1.3852, -0.2990, -5.5396], [-1.6514, 0.3626, -4.3018], [1.0372, -3.0568, -6.6502], [1.6970, -1.7681, -7.6178], [0.4328, -2.8577, -8.2266], [-2.6527, 0.7837, -4.3928], [-0.9367, 1.1127, -3.9633], [-1.7062, -0.2928, -3.4326], [-1.5963, 5.9471, 1.6586], [-1.7169, 5.0971, 2.7442], [-0.7453, 4.9132, 3.5818], [0.3805, 5.3919, 3.5475], [-1.2081, 3.9360, 4.4298], [-0.3267, 3.2811, 5.3566], [-0.5977, 5.9095, 1.2233], [-1.7377, 6.9918, 1.9354], [-2.4233, 5.6226, 1.0270], [0.0220, 3.9776, 6.1190], [0.5445, 2.9221, 4.8085], [-0.7865, 2.4229, 5.8467], [2.5330, -6.9402, -0.1908], [1.6245, -6.2639, 0.6915], [1.5949, -4.8723, 0.5108], [2.0832, -4.2554, -0.3585], [1.1383, -4.2872, 1.6406], [0.5084, -4.9581, 2.7185], [2.2961, -7.9989, -0.0849], [3.4976, -6.7723, 0.2882], [2.7341, -6.5124, -1.1729], [-0.4175, -5.4583, 2.4346], [0.3926, -4.2401, 3.5304], [1.2523, -5.6823, 3.0506], [1.7482, -1.1178, -1.3752], [1.4365, -0.1083, -0.3808], [0.2462, 0.4978, -0.3172], [-0.7113, 0.2370, -1.0387], [0.2302, 1.3310, 0.7849], [-0.9775, 2.0183, 1.1192], [0.8312, -1.6655, -1.5924], [2.4844, -1.8106, -0.9674], [2.0252, -0.6977, -2.3421], [-0.7435, 3.0747, 1.2513], [-1.3035, 1.6689, 2.0988], [-1.8462, 1.8433, 0.4845]], "forces_ev_per_a": [[0.0, 0.0, -0.2], [-0.9, -0.2, 1.2], [0.2, 0.8, -1.3], [0.4, -1.1, 0.4], [0.0, -0.1, -0.2], [-0.1, -0.2, 0.0], [-0.1, 0.3, 0.1], [0.5, 0.4, 0.0], [-0.2, 0.0, 0.5], [0.1, -0.2, -1.4], [-0.8, -0.1, 0.2], [0.2, 0.0, 0.1], [-0.2, -0.1, -0.2], [0.0, 0.0, 0.6], [0.1, 0.3, 0.2], [0.7, 0.2, -0.2], [-0.5, 0.6, 0.2], [0.3, -1.2, -0.3], [0.3, 0.4, 0.0], [-0.3, 0.0, -0.1], [0.0, 0.0, 0.4], [0.3, 0.0, -0.1], [-0.2, 0.1, -0.2], [-0.1, 0.1, 0.2], [0.0, 0.6, -0.8], [-0.5, 0.0, 0.6], [0.7, -0.5, -0.6], [-0.1, -0.2, 0.4], [-0.2, 0.2, 0.1], [0.1, -0.1, 0.4], [0.2, -0.2, -0.1], [-0.2, 0.2, -0.3], [0.8, 0.7, 0.2], [-0.2, -0.2, -0.1], [-0.4, 0.8, -0.2], [-0.1, -0.6, -0.4], [-0.1, -1.3, 0.4], [0.5, 0.1, 0.6], [-0.1, -0.2, -0.2], [-0.3, 0.7, -0.1], [1.7, -2.5, -0.6], [-0.7, 2.5, -0.7], [1.1, 1.5, -1.6], [-0.8, -1.0, 1.4], [-1.5, 0.1, 1.2], [1.5, -0.9, -0.9], [-0.4, 0.4, 0.1], [-0.1, 0.6, 0.0], [-0.5, 0.0, 0.0], [-0.1, -0.1, 0.0], [-0.5, -0.7, 0.9], [0.2, 0.0, 0.0], [-0.1, 1.3, -0.1], [0.2, -0.6, -2.1], [0.0, -0.5, -1.3], [0.6, -0.3, 3.4], [0.1, -0.3, -0.3], [-0.2, 1.2, -0.2], [-0.5, 0.4, 0.4], [-0.6, -0.3, -0.7], [0.5, 0.0, 0.6], [0.1, -0.7, 0.0], [-0.3, -0.2, 0.1], [0.0, -0.1, 0.3], [0.9, -0.2, -0.7], [-0.6, -0.3, 0.1], [2.6, 1.3, -1.2], [-1.2, -1.5, 2.8], [-3.4, 1.0, -1.5], [1.2, 0.1, 0.1], [0.1, 0.1, 0.3], [0.2, -0.1, 0.1], [0.1, -0.2, 0.5], [0.0, 0.0, 0.1], [0.1, -0.3, -0.2], [0.1, 0.1, -0.3], [-1.3, 1.2, 0.2], [0.7, -0.5, 2.3], [-0.5, 2.3, -2.0], [1.4, -3.4, -0.4], [-0.8, -0.4, -0.4], [-0.1, 0.7, -0.1], [1.0, -0.6, 0.4], [0.1, 0.0, 0.2], [0.0, 0.4, 0.2], [-0.2, 0.3, 0.4], [-0.3, -0.4, -0.6], [0.1, 0.2, -0.2], [0.1, -1.5, -0.1], [0.9, 0.0, -0.2], [2.7, -0.3, 2.2], [-1.6, -0.1, -2.0], [-1.5, 1.0, 0.2], [-0.4, -0.1, 1.1], [-0.1, 0.3, 0.4], [-0.4, 0.7, 0.1], [-0.1, 0.4, -0.2], [0.3, 0.2, -0.4], [0.2, 0.1, -0.8], [0.2, -0.6, -0.3], [0.2, 1.2, -0.8], [-1.1, -0.3, 0.6], [2.2, -1.5, 1.3], [-1.7, -0.5, 0.3], [0.0, 0.5, -0.1], [1.0, 0.6, -0.3], [-0.2, -0.4, -0.3], [-0.2, 0.0, 0.2], [0.4, 0.2, -0.5], [-0.1, 0.1, 0.0], [0.0, -0.1, 0.1], [-0.5, 0.3, -0.5], [1.6, 0.2, 1.3], [-0.8, 2.2, -1.2], [0.0, -2.8, 3.8], [0.4, 0.8, -1.8], [-0.5, 1.2, -1.4], [1.1, -1.0, 0.2], [0.0, 0.2, -0.6], [0.3, -0.4, 0.1], [-1.1, -0.2, -0.2], [0.0, 0.2, 0.0], [-0.2, 0.1, -0.3], [-0.4, -0.4, 0.3], [-1.5, 0.0, -0.2], [0.4, 0.7, 0.4], [-1.2, -1.0, -0.1], [1.4, 0.9, 1.0], [0.4, -0.9, -1.7], [-0.5, -0.1, 0.8], [0.1, -0.1, 0.2], [0.0, 0.5, 0.1], [0.4, 0.3, 0.3], [0.0, 0.0, -0.4], [0.2, -0.2, 0.2], [0.5, 0.0, -0.5]], "lowdin_charge": [0.564, -0.653, -0.672, 0.606, 0.024, 0.067, 0.025, 0.061, 0.623, -0.666, -0.662, 0.550, 0.065, 0.073, 0.022, 0.042, 0.498, -0.588, -0.657, 0.543, 0.054, 0.064, 0.043, 0.050, 0.595, -0.577, -0.639, 0.553, 0.065, 0.071, 0.064, 0.057, 0.554, -0.657, -0.629, 0.600, 0.025, 0.037, 0.049, 0.059, -0.102, 0.021, -0.549, 0.104, 0.000, -0.006, 0.104, 0.070, 0.104, 0.071, 0.094, 0.092, -0.028, -0.025, -0.543, 0.094, -0.003, -0.043, 0.080, 0.084, 0.102, 0.082, 0.095, 0.104, -0.008, -0.002, -0.508, 0.076, -0.021, -0.066, 0.093, 0.086, 0.093, 0.087, 0.078, 0.071, -0.036, -0.040, -0.477, 0.068, -0.005, -0.017, 0.097, 0.080, 0.079, 0.099, 0.095, 0.096, -0.033, 0.025, -0.605, 0.065, 0.033, -0.024, 0.075, 0.102, 0.097, 0.091, 0.088, 0.069, -0.064, -0.030, -0.568, 0.115, -0.032, -0.021, 0.080, 0.105, 0.095, 0.101, 0.070, 0.073, -0.067, -0.057, -0.566, 0.141, -0.029, -0.034, 0.101, 0.079, 0.062, 0.102, 0.089, 0.095, 0.005, -0.035, -0.536, 0.097, -0.052, -0.058, 0.068, 0.077, 0.075, 0.058, 0.086, 0.071]}